# C4H9N2

A cluster of 2 separate species, C4H9N2 in total in a non-equilibrium geometry (ωB97M-V with the def2-TZVPD basis set, the Open Molecules 2025 dataset).

Results
Lowest unoccupied orbital energy ... -3.22 eV
Charge ... +1
Highest occupied orbital energy ... -13.95 eV
Energy above the lowest of the compared OMol25 structures with the same formula, charge and spin ... 334.8 kJ/mol
Gap between HOMO and LUMO ... 10.73 eV
Calculated total energy ... -7264.672 eV

Last columns: bonded neighbours and bond lengths (Å).
Atoms and positions in Å:
1 C -3.724 -0.337 -0.053  C4 1.295, H7 1.039, H8 0.977
2 C 2.849 0.331 0.462  C3 1.315, H9 1.085, H10 1.039
3 C 1.935 -0.566 0.167  C2 1.315, N5 1.510, H14 1.123
4 C -2.518 0.046 0.225  C1 1.295, N6 1.232
5 N 0.819 -0.045 -0.706  C3 1.510, H11 1.189, H12 1.023, H15 1.018
6 N -1.473 0.616 0.542  C4 1.232, H13 1.004
7 H -3.899 -1.357 -0.149  C1 1.039
8 H -4.359 0.372 -0.273  C1 0.977
9 H 3.730 -0.031 0.983  C2 1.085
10 H 2.821 1.308 0.110  C2 1.039
11 H -0.229 0.257 -0.232  N5 1.189
12 H 1.042 0.678 -1.394  N5 1.023
13 H -1.491 0.811 1.527  N6 1.004
14 H 2.065 -1.678 0.250  C3 1.123
15 H 0.372 -0.728 -1.314  N5 1.018

Atom-resolved charges from Löwdin, all expressed in e: C 0.10; C 0.06; C -0.13; C -0.16; N 0.09; N 0.12; H 0.07; H 0.03; H 0.09; H 0.06; H 0.11; H 0.15; H 0.12; H 0.14; H 0.14

=====

# C4H8O2

The molecule C4H8O2 (ωB97M-V with the def2-TZVPD basis set, the Open Molecules 2025 dataset).

Results
Lowest unoccupied orbital energy ... 0.77 eV
Highest occupied orbital energy ... -8.65 eV
Energy above the lowest of the compared OMol25 structures with the same formula, charge and spin ... 397.9 kJ/mol
Gap between HOMO and LUMO ... 9.42 eV
Calculated total energy ... -8369.158 eV

Last columns: bonded neighbours and bond lengths (Å).
Atoms and positions in Å:
1 C -1.910 -0.404 0.357  C2 1.507, H7 1.093, H8 1.093, H9 1.093
2 C -0.496 -0.196 -0.119  C1 1.507, O3 1.465, O6 1.378, H10 1.104
3 O -0.413 1.144 -0.705  C2 1.465, C4 1.298
4 C 0.479 1.436 -1.602  O3 1.298, H11 1.133
5 C 1.723 -0.032 0.666  O6 1.414, H12 1.100, H13 1.090, H14 1.099
6 O 0.356 -0.245 0.963  C2 1.378, C5 1.414
7 H -2.018 -1.403 0.788  C1 1.093
8 H -2.613 -0.291 -0.473  C1 1.093
9 H -2.139 0.340 1.124  C1 1.093
10 H -0.187 -0.892 -0.919  C2 1.104
11 H 0.962 0.455 -1.898  C4 1.133
12 H 1.883 0.945 0.187  C5 1.100
13 H 2.250 -0.036 1.620  C5 1.090
14 H 2.122 -0.821 0.013  C5 1.099

Atom-resolved charges from Löwdin, all expressed in e: C 0.00; C -0.44; O -0.13; C 0.05; C -0.08; O -0.10; H 0.09; H 0.09; H 0.10; H 0.15; H 0.01; H 0.08; H 0.10; H 0.10